No. 1
{"formula": "C3H7N3OS", "method": "ωB97M-V/def2-TZVPD", "spin_multiplicity": 1, "molar_mass_g_mol": 133.18, "energy_ha": -756.0749, "gap_ev": 9.8735, "e_above_lowest_kcal_mol": 100.0, "smiles": "[H]/N=C(/C=N\\S)N(C)O", "symbols": ["C", "C", "O", "H", "H", "C", "H", "N", "S", "H", "N", "H", "H", "N", "H"], "coordinates": [[2.1299, -1.2560, -0.5246], [-0.1968, -0.4944, -0.8790], [0.3540, -1.3590, 1.1688], [2.5166, -0.1648, -0.4575], [-2.3944, -0.7434, -0.5708], [-1.5033, -0.1096, -0.2577], [0.6485, -0.5308, 1.5379], [-1.6546, 0.8409, 0.5323], [-0.3875, 1.8565, 0.9717], [0.7999, -0.3432, -2.4631], [0.7470, -1.3136, -0.1629], [0.7711, 1.4869, 0.1316], [2.2059, -1.7054, -1.5230], [-0.0197, -0.0664, -2.0574], [2.7326, -1.8969, 0.2303]], "forces_ev_per_a": [[1.35, 0.33, 1.69], [1.58, -0.76, -0.59], [0.81, -0.99, 0.30], [-0.26, -1.60, -0.43], [1.05, 0.92, 0.54], [-0.59, -2.24, -0.64], [0.08, 0.81, 0.71], [-0.01, 1.07, 0.37], [1.60, -0.28, -0.71], [2.81, -0.81, -1.29], [-3.05, 0.91, -0.97], [-1.89, 0.39, 1.08], [0.39, 0.38, 0.26], [-2.79, 0.84, 1.06], [-1.07, 1.03, -1.36]], "nbo_charge": [-0.449, 0.351, -0.537, 0.181, 0.210, 0.086, 0.455, -0.523, 0.184, 0.334, -0.172, 0.084, 0.223, -0.667, 0.241]}

=====

No. 2
{"formula": "C3H7N3P2", "method": "ωB97M-V/def2-TZVPD", "spin_multiplicity": 1, "molar_mass_g_mol": 147.06, "energy_ha": -965.3930, "gap_ev": 8.9785, "e_above_lowest_kcal_mol": 24.8, "smiles": "PNPc1ccn[nH]1", "symbols": ["H", "N", "C", "H", "P", "H", "N", "H", "H", "N", "P", "C", "H", "C", "H"], "coordinates": [[-3.8770, -0.2811, -1.3073], [-1.6256, -0.4029, 1.0716], [-1.1647, 0.6850, 0.3661], [0.5774, 1.0184, 1.6631], [0.2641, 1.7644, 0.6265], [-1.1579, -0.9458, 1.7742], [1.4853, 0.5896, -0.5457], [2.1317, 1.2377, -0.9917], [1.9452, -0.6267, 1.4885], [-2.6573, -0.9316, 0.4316], [2.5207, -0.6931, 0.2285], [-2.0047, 0.8925, -0.7295], [-1.8749, 1.6828, -1.4505], [-2.9507, -0.0893, -0.5620], [1.6251, -1.8256, -0.2509]], "forces_ev_per_a": [[2.36, 0.20, 2.18], [0.58, 1.19, -1.84], [0.27, 1.03, -0.44], [0.98, -0.89, 2.57], [1.18, -1.86, -3.49], [0.09, 0.09, 0.12], [-0.28, 1.11, 2.08], [-0.13, 0.07, 0.07], [-0.21, -0.22, 0.67], [-1.62, 0.02, 0.04], [-2.11, 0.05, -2.04], [0.92, 0.25, 1.77], [-0.27, -0.08, 0.00], [-2.85, -2.02, -2.53], [1.08, 1.05, 0.83]], "nbo_charge": [0.214, -0.326, -0.197, -0.086, 0.768, 0.416, -1.142, 0.363, -0.076, -0.257, 0.492, -0.318, 0.239, -0.053, -0.038]}

=====

No. 3
{"formula": "C3H7N3S", "method": "ωB97M-V/def2-TZVPD", "spin_multiplicity": 1, "molar_mass_g_mol": 117.18, "energy_ha": -680.8022, "gap_ev": [7.3158, 7.3126], "e_above_lowest_kcal_mol": 113.0, "symbols": ["N", "H", "H", "C", "N", "H", "H", "N", "C", "H", "C", "S", "H", "H"], "coordinates": [[-0.3796, 0.0867, -0.2894], [-0.7512, -0.3942, -1.1876], [3.0999, -1.6018, -1.7233], [-2.4375, 1.0494, 2.3119], [-1.3818, 0.5095, 1.7148], [1.1189, 1.0407, 0.6703], [-3.2549, 1.6884, 1.8673], [-1.4450, 0.2474, 0.4311], [0.8553, 0.5719, -0.3028], [-2.3143, 1.1769, 3.3275], [2.0239, -1.3474, -1.7279], [1.8156, 0.4626, -1.7251], [1.5131, -1.8318, -2.5458], [1.5377, -1.6582, -0.8213]], "forces_ev_per_a": [[-0.42, -0.16, -2.66], [1.33, 1.17, 1.67], [-0.62, -0.01, 0.00], [1.72, 0.43, -3.08], [-1.11, 0.93, 1.80], [0.16, -0.14, -1.05], [0.78, -1.35, -0.21], [-2.11, -0.45, -0.47], [-1.09, 0.33, 2.10], [0.20, -0.01, 2.12], [0.87, -0.04, -0.08], [0.10, -0.30, -0.09], [0.01, 0.04, -0.43], [0.18, -0.42, 0.38]], "nbo_charge": [-0.213, 0.414, 0.227, -0.162, -0.266, 0.231, 0.166, -0.217, -0.300, 0.170, -0.740, 0.245, 0.216, 0.229]}

=====

No. 4
{"formula": "C3H7N3S", "method": "ωB97M-V/def2-TZVPD", "spin_multiplicity": 1, "molar_mass_g_mol": 117.18, "energy_ha": -680.9215, "gap_ev": 8.4177, "e_above_lowest_kcal_mol": 38.1, "smiles": "CN/N=C\\C(N)=S", "symbols": ["H", "S", "H", "H", "N", "C", "C", "H", "H", "C", "N", "H", "H", "N"], "coordinates": [[-2.2466, 1.9818, -0.2694], [-3.4701, -0.4357, 0.3552], [2.7992, 0.8278, 0.6351], [-0.6825, 1.4335, -0.8297], [-1.5400, 1.2402, -0.3166], [2.3515, -0.1406, 0.4135], [-1.9490, -0.0386, -0.1440], [2.4573, -0.7818, 1.2874], [2.8725, -0.6085, -0.4168], [-0.9496, -1.0902, -0.4251], [0.3386, -1.0422, -0.3509], [-1.3839, -2.0901, -0.7194], [0.4372, 0.6478, 0.7421], [0.9653, 0.0965, 0.0386]], "forces_ev_per_a": [[0.47, -0.65, -0.01], [0.28, 0.05, -0.09], [0.11, -0.05, -0.06], [-0.30, -0.10, 0.20], [-0.24, 0.54, -0.20], [-0.02, 0.26, 0.06], [-0.24, 0.28, 0.11], [-0.07, -0.11, 0.12], [0.00, 0.07, -0.07], [0.33, -1.52, -0.37], [-1.10, -0.04, -0.08], [0.57, 1.32, 0.36], [0.51, -0.45, -0.59], [-0.29, 0.40, 0.60]], "nbo_charge": [0.414, -0.123, 0.200, 0.408, -0.786, -0.406, 0.031, 0.185, 0.213, -0.063, -0.193, 0.223, 0.360, -0.461]}

=====

No. 5
{"formula": "C3H7N3S2", "method": "ωB97M-V/def2-TZVPD", "spin_multiplicity": 1, "molar_mass_g_mol": 149.24, "energy_ha": -1079.1286, "gap_ev": 8.7396, "e_above_lowest_kcal_mol": 24.0, "smiles": "[H]/N=C(/NS)NC(C)=S", "symbols": ["S", "H", "H", "H", "H", "N", "H", "C", "N", "C", "H", "N", "S", "H", "C"], "coordinates": [[1.3966, -1.7895, -0.8689], [-0.7019, 1.2357, -1.5176], [0.3320, -2.2907, -0.2590], [1.2457, 2.6617, -0.9236], [-0.2186, -0.8958, 1.4520], [1.6108, -0.3580, 0.0125], [2.5827, -0.1855, 0.1840], [1.0383, 0.8445, -0.4416], [1.7509, 1.8896, -0.4696], [-1.3398, -0.0527, -0.1584], [-1.3485, 0.2626, 1.9948], [-0.3552, 0.7263, -0.7177], [-2.7218, -0.2603, -0.9971], [-2.0507, -1.2439, 1.4615], [-1.2205, -0.5440, 1.2488]], "forces_ev_per_a": [[0.36, -0.17, -0.80], [0.18, -0.03, -0.13], [-0.31, -0.11, 0.48], [0.10, -0.10, 0.78], [0.10, -0.58, 0.14], [-0.44, 0.55, 0.17], [0.45, -0.07, 0.34], [-0.63, -0.66, 0.78], [-0.39, 0.12, -1.25], [-0.18, 0.53, 0.10], [-0.02, 0.12, -0.63], [0.58, 0.28, -0.18], [-0.34, -0.08, -0.20], [0.85, 0.10, -0.22], [-0.32, 0.11, 0.63]], "nbo_charge": [0.200, 0.423, 0.101, 0.352, 0.241, -0.787, 0.413, 0.576, -0.686, 0.115, 0.250, -0.653, -0.083, 0.253, -0.714]}

=====

No. 6
{"formula": "C3H7N4", "method": "ωB97M-V/def2-TZVPD", "spin_multiplicity": 1, "molar_mass_g_mol": 99.12, "energy_ha": -337.1403, "gap_ev": 8.6525, "e_above_lowest_kcal_mol": 102.9, "total_charge": 1, "smiles": "[H]/N=C/N=N/C(C)=[NH2+]", "symbols": ["H", "H", "C", "C", "H", "H", "N", "H", "N", "H", "N", "N", "C", "H"], "coordinates": [[0.7188, 1.9186, 0.7014], [0.1146, -3.0647, 0.6754], [0.4350, -2.1482, 1.2594], [-0.1197, 2.0003, 0.0736], [1.6310, -3.0541, 2.4007], [-0.4513, 1.6118, -2.6437], [1.2388, -2.1016, 2.2267], [-0.8625, -0.1793, -2.6751], [-0.3861, -1.1234, 0.8133], [-0.1634, 2.7966, -0.7196], [-0.1438, -0.3128, -0.0241], [-0.6732, 0.7267, -2.2193], [-0.3550, 0.7262, -0.6893], [-0.9832, 2.2040, 0.8206]], "forces_ev_per_a": [[1.48, 0.26, 0.27], [0.37, 0.78, 0.58], [1.35, -2.48, 0.09], [-3.05, 1.12, -1.10], [-0.35, 0.98, -0.10], [-0.06, -0.29, -0.38], [-0.31, -0.44, -0.63], [0.37, 1.18, 0.24], [-1.88, 1.01, 0.00], [0.61, -0.35, 1.29], [0.77, -1.72, 0.22], [0.76, -0.94, 6.24], [-1.06, 1.43, -5.29], [1.00, -0.54, -1.44]], "nbo_charge": [0.270, 0.214, 0.174, -0.666, 0.387, 0.431, -0.527, 0.439, 0.032, 0.262, -0.009, -0.781, 0.488, 0.285]}

=====

Let's list largest force on an atom in order: 0.0647; 0.0839; 0.0691; 0.0310; 0.0256; 0.1236 Eh/bohr.